Record 1
Here is a cluster of 2 separate species, C2H4F2S2 in total from the Open Molecules 2025 dataset. Energies are from wB97M-V/def2-TZVPD.

Geometry as XYZ:
```
10
Properties=species:S:1:pos:R:3:forces:R:3
C -0.175557 0.941836 -0.553084 3.081 -2.628 2.309
C 1.486067 -0.116247 0.338766 -1.923 1.304 -0.057
F 1.224726 -1.467473 0.285122 0.214 1.305 -0.141
F 2.535137 0.173147 -0.483275 -0.613 -0.353 0.665
S -2.631640 -0.982839 -0.366997 0.479 1.280 -1.111
S -1.652289 0.704504 0.422834 0.039 0.457 -0.375
H 0.274878 1.979287 -0.573817 -0.915 -1.443 -0.452
H -0.049651 0.135360 -1.289426 -0.296 1.257 -0.514
H 1.683159 0.175961 1.425584 -0.133 -0.324 -1.538
H -2.694830 -1.543538 0.794297 0.069 -0.856 1.212
```
Forces are in eV/Å.

Properties
* HOMO level: -8.363 eV
* charge: 0
* energy: -1074.61253 hartree
* relative energy (zero: lowest compared OMol25 entry of this formula, charge and spin): 2.053 eV
* max |F|: 0.0906 hartree/bohr
* spin multiplicity: 1
* HOMO-LUMO gap: 8.5 eV

Results of the Löwdin charge analysis, in e, for atoms 1 through 4: -0.44, -0.27, -0.01, 0.00

Record 2
Here is an isolated molecule of C2H4F2Si from the Open Molecules 2025 dataset. Energies are from wB97M-V/def2-TZVPD.

Geometry as XYZ:
```
9
Properties=species:S:1:pos:R:3:forces:R:3
C -0.267730 -0.591916 -0.007934 -0.316 -3.269 2.058
C -1.477476 -0.085592 -0.107792 -1.727 -0.213 1.015
F -2.626859 -0.824844 0.060603 1.425 0.769 -0.500
F -1.865868 1.182880 -0.205074 0.577 -0.514 -0.336
Si 1.401429 0.288250 0.058064 -1.353 1.452 -2.528
H -0.413653 -1.767971 0.324420 0.672 3.064 -1.172
H 1.503785 0.293981 -1.578598 0.742 0.264 2.096
H 2.538854 -0.202070 0.833595 -0.041 -0.670 -0.087
H 1.207518 1.707280 0.622716 0.021 -0.883 -0.546
```
Forces are in eV/Å.

Properties
* HOMO level: -10.009 eV
* charge: 0
* energy: -567.75069 hartree
* relative energy (zero: lowest compared OMol25 entry of this formula, charge and spin): 4.687 eV
* max |F|: 0.0754 hartree/bohr
* spin multiplicity: 1
* SMILES: FC(F)=C[SiH3]
* HOMO-LUMO gap: 10.8 eV

Results of the Löwdin charge analysis, in e, for atoms 1 through 4: -0.27, -0.46, 0.05, 0.10

Record 3
Here is a cluster of 2 separate species, C2H4F3N in total from the Open Molecules 2025 dataset. Energies are from wB97M-V/def2-TZVPD.

Geometry as XYZ:
```
10
Properties=species:S:1:pos:R:3:forces:R:3
C 1.120848 0.238158 -0.395891 0.053 0.012 -0.030
C 0.323844 -0.584692 0.523284 -2.072 0.380 0.295
N -1.946284 -0.033697 0.332376 1.770 -0.647 0.429
F 0.214164 -1.875176 0.254370 0.229 -0.225 -0.114
F -1.824190 1.308761 0.597209 -0.056 0.403 -0.019
F -2.097508 -0.056530 -1.022583 -0.050 0.077 -0.433
H 1.969325 0.655282 0.149943 0.103 -0.005 -0.110
H 1.466316 -0.369209 -1.229060 0.041 0.028 -0.033
H 0.551943 1.082789 -0.787941 -0.168 0.011 0.025
H 0.221544 -0.365688 1.578295 0.150 -0.033 -0.011
```
Forces are in eV/Å.

Properties
* HOMO level (alpha / beta): -9.685 / -8.364 eV
* charge: 0
* energy: -432.73921 hartree
* relative energy (zero: lowest compared OMol25 entry of this formula, charge and spin): 6.434 eV
* max |F|: 0.0414 hartree/bohr
* spin multiplicity: 1
* HOMO-LUMO gap (alpha / beta): 10.1 / 8.2 eV

Results of the Löwdin charge analysis, in e, for atoms 1 through 4: -0.06, -0.20, 0.01, 0.04

Among the records above, which one has the lowest relative energy (zero: lowest compared OMol25 entry of this formula, charge and spin)? C2H4F2S2

Which formula does entry 1 have? C2H4F2S2